(1)
Entry from the OMol25 dataset: a single C22H26N2O4 molecule (the ωB97M-V functional and the def2-TZVPD basis).

Geometry as ORCA input:
```
! RIJCOSX wB97M-V def2-TZVPD def2/J DEFGRID3
* xyz 0 1
C -6.122 -0.335 1.470
C -5.182 -1.187 0.628
C -4.427 -0.334 -0.394
O -3.562 -1.097 -1.209
C -2.349 -1.481 -0.729
C -1.836 -1.165 0.525
C -0.563 -1.578 0.869
C 0.233 -2.285 -0.022
C 1.614 -2.632 0.422
O 1.817 -3.210 1.475
N 2.637 -2.270 -0.404
C 2.522 -1.349 -1.513
C 3.345 -0.082 -1.205
N 3.395 0.046 0.235
C 3.571 1.395 0.719
C 2.347 2.215 0.393
C 2.449 3.523 -0.050
C 1.324 4.283 -0.368
C 0.101 3.675 -0.233
C -0.010 2.358 0.215
C 1.093 1.611 0.537
O -1.336 2.005 0.260
C -2.051 3.133 -0.197
O -1.150 4.178 -0.485
C 4.285 -0.945 0.803
C 3.978 -2.305 0.142
C -0.300 -2.641 -1.258
C -1.575 -2.249 -1.603
H -6.851 0.169 0.839
H -5.565 0.421 2.019
H -6.656 -0.955 2.185
H -4.468 -1.701 1.274
H -5.749 -1.950 0.091
H -5.139 0.115 -1.093
H -3.876 0.474 0.104
H -2.404 -0.591 1.238
H -0.171 -1.343 1.848
H 2.888 -1.833 -2.427
H 1.476 -1.081 -1.652
H 2.852 0.793 -1.629
H 4.356 -0.152 -1.644
H 3.687 1.341 1.807
H 4.475 1.882 0.310
H 3.425 3.972 -0.155
H 1.408 5.300 -0.712
H 1.010 0.591 0.870
H -2.613 2.869 -1.108
H -2.758 3.462 0.582
H 4.087 -0.996 1.877
H 5.351 -0.689 0.655
H 4.674 -2.513 -0.674
H 4.028 -3.110 0.875
H 0.283 -3.237 -1.946
H -1.999 -2.515 -2.559
*
```

Summary:
energy relative to the best compared isomer or geometry (same formula, charge and spin)	73.9	kcal per mole
molar mass	382.46	g/mol
HOMO energy	-8.134	eV
SMILES	CCCOc1ccc(C(=O)N2CCN(Cc3ccc4c(c3)OCO4)CC2)cc1
max |F|	1.26	eV/Å

natural (NBO) atomic charge list, values in e, 4 entries: atom 1 (C): -0.606, atom 2 (C): -0.425, atom 3 (C): -0.060, atom 4 (O): -0.492

=====

(2)
Entry from the OMol25 dataset: a single C4H6ClF molecule (the ωB97M-V functional and the def2-TZVPD basis).

Geometry as ORCA input:
```
! RIJCOSX wB97M-V def2-TZVPD def2/J DEFGRID3
* xyz 0 1
C -1.821 -0.354 -0.468
C -0.821 -0.496 0.369
C 0.229 0.530 0.673
C 1.416 0.230 -0.325
F 2.372 1.233 -0.193
Cl 2.153 -1.313 -0.018
H -2.596 -1.073 -0.597
H -1.942 0.535 -1.000
H -0.513 -1.420 0.812
H 0.670 0.437 1.593
H -0.107 1.570 0.504
H 0.958 0.121 -1.350
*
```

Summary:
energy relative to the best compared isomer or geometry (same formula, charge and spin)	12.6	kcal per mole
molar mass	108.54	g/mol
HOMO energy	-10.116	eV
SMILES	C=CC[C@@H](F)Cl
max |F|	3.78	eV/Å

natural (NBO) atomic charge list, values in e, 4 entries: atom 1 (C): -0.384, atom 2 (C): -0.178, atom 3 (C): -0.471, atom 4 (C): 0.192

=====

(3)
Entry from the OMol25 dataset: a single C22H28FN5O2S molecule (the ωB97M-V functional and the def2-TZVPD basis).

Geometry as ORCA input:
```
! RIJCOSX wB97M-V def2-TZVPD def2/J DEFGRID3
* xyz 0 1
C -2.077 -3.663 1.053
C -2.472 -2.211 1.291
N -2.916 -1.538 0.079
C -4.004 -2.203 -0.618
C -5.307 -2.400 0.167
C -3.135 -0.119 0.297
C -3.002 0.700 -0.990
C -1.673 0.433 -1.700
N -0.546 0.720 -0.853
C 0.337 -0.202 -0.376
S 0.405 -1.846 -0.926
C 1.533 -2.562 0.319
C 3.010 -2.385 -0.038
O 3.669 -3.311 -0.455
N 3.442 -1.123 0.187
C 4.706 -0.585 -0.036
C 5.798 -1.337 -0.462
C 7.024 -0.726 -0.654
C 7.190 0.630 -0.430
C 6.093 1.359 -0.008
F 6.234 2.685 0.214
C 4.857 0.783 0.194
N 1.143 0.345 0.500
N 0.808 1.638 0.612
C -0.197 1.877 -0.193
C -0.790 3.180 -0.348
C -1.555 3.705 -1.433
C -1.848 4.985 -1.096
O -1.329 5.293 0.106
C -0.678 4.209 0.562
C 0.009 4.283 1.872
H -1.446 -3.736 0.172
H -1.525 -4.033 1.914
H -2.948 -4.298 0.913
H -3.227 -2.161 2.095
H -1.589 -1.667 1.644
H -4.220 -1.622 -1.518
H -3.634 -3.176 -0.947
H -5.150 -3.040 1.032
H -6.046 -2.870 -0.477
H -5.709 -1.449 0.508
H -4.116 0.097 0.752
H -2.377 0.230 1.004
H -3.087 1.757 -0.731
H -3.808 0.462 -1.685
H -1.615 -0.628 -1.954
H -1.601 1.022 -2.619
H 1.291 -2.105 1.277
H 1.301 -3.627 0.330
H 2.728 -0.446 0.496
H 5.677 -2.392 -0.641
H 7.864 -1.317 -0.984
H 8.139 1.118 -0.576
H 4.023 1.384 0.523
H -1.827 3.215 -2.345
H -2.397 5.751 -1.606
H -0.652 4.712 2.623
H 0.891 4.918 1.796
H 0.328 3.287 2.164
*
```

Summary:
energy relative to the best compared isomer or geometry (same formula, charge and spin)	0.0	kcal per mole
molar mass	445.56	g/mol
HOMO energy	-8.248	eV
SMILES	CCN(CC)CCCn1c(SCC(=O)Nc2cccc(F)c2)nnc1-c1ccoc1C
max |F|	1.09	eV/Å

natural (NBO) atomic charge list, values in e, 4 entries: atom 1 (C): -0.624, atom 2 (C): -0.208, atom 3 (N): -0.467, atom 4 (C): -0.216

=====

(4)
Entry from the OMol25 dataset: a molecular structure, C22H35CoN9O3P2 (the ωB97M-V functional and the def2-TZVPD basis).

Geometry as ORCA input:
```
! RIJCOSX wB97M-V def2-TZVPD def2/J DEFGRID3
* xyz 2 4
Co 1.128 0.678 0.607
N -1.361 4.063 -0.663
C -0.645 2.948 -0.656
N 0.008 2.493 0.375
C 0.011 3.234 1.563
N 0.732 2.892 2.587
N 1.446 1.749 2.326
C 2.358 1.364 3.124
C 3.113 0.162 2.705
C 4.097 -0.398 3.497
C 4.759 -1.529 3.028
C 4.411 -2.051 1.795
C 3.409 -1.428 1.063
N 2.776 -0.345 1.502
C -0.809 4.440 1.633
C -0.919 5.206 2.798
C -1.685 6.351 2.797
C -2.350 6.754 1.636
C -2.258 6.012 0.477
C -1.487 4.855 0.489
H -1.818 4.352 -1.515
H -0.607 2.378 -1.578
H 2.601 1.880 4.048
H 4.344 0.035 4.456
H 5.536 -1.989 3.623
H 4.904 -2.926 1.396
H 3.094 -1.802 0.096
H -0.392 4.887 3.685
H -1.770 6.945 3.696
H -2.945 7.657 1.643
H -2.772 6.320 -0.424
C 0.929 -3.601 -2.381
N 1.433 -2.249 -2.123
C 2.767 -2.025 -2.697
P 0.444 -0.940 -2.075
O 1.113 0.202 -1.378
O -0.853 -1.496 -1.319
P -1.184 -1.610 0.263
O -0.230 -0.759 1.040
N -1.043 -3.164 0.687
C -1.949 -4.173 0.135
C -0.275 -3.599 1.855
N -2.761 -1.200 0.252
C -3.229 -0.017 -0.472
C -3.529 -1.473 1.473
N -0.172 -0.425 -3.496
C -0.948 -1.347 -4.330
C 0.466 0.663 -4.242
H 1.615 -4.319 -1.931
H 0.868 -3.812 -3.452
H -0.050 -3.739 -1.930
H 3.465 -2.739 -2.258
H 3.115 -1.018 -2.473
H 2.768 -2.172 -3.780
H -2.408 -3.816 -0.785
H -2.742 -4.423 0.844
H -1.383 -5.079 -0.084
H 0.380 -2.800 2.191
H 0.328 -4.467 1.585
H -0.944 -3.881 2.671
H -2.660 0.117 -1.390
H -3.149 0.884 0.146
H -4.276 -0.160 -0.739
H -3.200 -2.404 1.930
H -4.580 -1.578 1.208
H -3.426 -0.664 2.201
H -1.353 -2.162 -3.733
H -0.333 -1.766 -5.130
H -1.783 -0.811 -4.780
H 1.041 1.295 -3.570
H -0.306 1.265 -4.724
H 1.128 0.273 -5.018
*
```

Summary:
molar mass	594.46	g/mol
HOMO energy (alpha / beta)	-13.547 / -13.558	eV
max |F|	0.27	eV/Å
<S²>	3.76

Mulliken atomic charge list, values in e, 4 entries: atom 1 (Co): 0.214, atom 2 (N): 0.118, atom 3 (C): -0.531, atom 4 (N): -0.288

=====

Number 1: calculated total energy -1264.3812 Eh. Number 2: calculated total energy -716.0310 Eh. Number 3: calculated total energy -1777.4489 Eh. Number 4: calculated total energy -3643.1135 Eh.